Entry 1:
Entry from OMol25: a molecular structure, C51H46As2NO10P2PtSTe (ωB97M-V with the def2-TZVPD basis set).

Charge ... -1
E_LUMO ... 1.4931 eV
ΔE to the lowest compared entry with this formula, charge and spin ... 150.7 kJ/mol
Highest occupied orbital energy ... -0.1524 hartree
M ... 1399.5 g/mol
Kohn-Sham gap ... 5.639 eV
Energy ... -8718.01934 Ha

Last column: Mulliken charge in e.
CARTESIAN COORDINATES (ANGSTROEM)
C1 -2.339 5.888 -0.569  -0.85
C2 3.457 2.679 -1.914  1.24
Te1 -4.703 2.055 0.546  0.27
H1 -2.632 6.356 -1.503  0.43
As1 2.121 0.536 -0.420  1.28
H2 2.915 -0.616 4.373  0.43
C3 -5.547 2.154 2.496  -0.05
H3 0.323 0.472 -2.762  -0.25
C4 1.583 -3.604 -2.166  -0.80
C5 -1.568 4.689 1.822  -0.71
C6 4.907 1.099 0.238  -0.10
H4 -0.345 1.374 -4.128  0.42
H5 3.677 -0.053 -2.305  0.45
H6 4.984 2.362 2.364  -0.11
C7 -2.985 -1.516 1.810  0.78
C8 2.933 -4.943 -0.699  -0.77
C9 -7.207 1.559 4.115  -0.33
H7 1.554 -1.606 3.745  0.08
O1 6.867 -0.179 0.414  -0.61
C10 -1.596 3.943 0.651  0.90
C11 -1.935 6.030 1.800  -0.78
H8 1.392 1.481 -3.795  0.27
C12 2.587 -4.540 -1.987  -0.65
O2 0.084 -1.898 1.661  -0.59
H9 -4.834 3.159 5.645  0.38
H10 2.435 -4.763 1.382  0.47
H11 0.091 0.357 5.137  0.41
O3 2.434 4.013 -3.645  -0.57
C13 3.792 -0.134 1.994  -0.49
H12 -3.880 3.215 3.350  0.40
C14 3.760 0.578 0.661  0.55
H13 6.407 2.760 3.330  0.33
C15 -4.425 -1.586 -0.970  -0.70
C16 -3.044 -3.797 2.586  -0.49
H14 1.310 -3.286 -3.168  0.42
C17 -0.214 1.990 2.170  -0.40
C18 1.017 2.674 2.201  -0.34
C19 2.305 2.210 -1.465  -0.33
C20 -1.972 4.549 -0.547  -0.30
C21 -3.646 -1.101 2.961  -0.92
C22 -6.762 1.557 2.798  -0.30
C23 -2.836 1.335 1.134  -0.78
H15 2.099 -0.875 -2.508  0.39
C24 0.406 1.389 -3.344  -0.24
C25 -2.964 -0.062 -2.118  0.17
C26 2.586 -1.314 3.608  -1.11
C27 -3.715 -3.382 3.732  -0.85
C28 -0.525 1.160 3.251  -0.77
C29 3.393 3.748 -2.982  -0.06
H16 3.912 6.132 -3.989  0.31
C30 6.033 2.637 2.319  -0.21
H17 -8.146 1.077 4.375  0.36
H18 2.258 1.572 5.160  0.35
H19 3.269 -1.495 -1.337  0.33
S1 -0.363 -1.851 -1.492  -0.03
H20 3.235 -2.187 3.608  0.37
O4 0.342 -4.005 2.343  -0.79
O5 4.578 4.328 -3.187  -0.41
C31 -4.840 2.746 3.535  0.00
O6 0.849 4.003 -1.063  -0.57
H21 5.619 5.691 -4.258  0.24
H22 -2.776 -4.839 2.452  0.39
C32 -3.332 -0.727 -0.945  0.76
H23 -3.986 -4.108 4.491  0.36
N1 -6.536 2.115 5.126  -0.68
H24 6.147 3.569 1.769  0.31
O7 4.762 -0.115 2.715  -0.67
H25 5.887 0.118 -2.201  0.42
H26 -3.861 -0.047 3.102  0.26
C33 0.466 -3.104 1.495  -0.22
C34 6.024 1.146 -2.522  -1.21
P1 -2.430 -0.306 0.591  0.68
C35 2.878 -0.596 -1.808  -1.19
C36 1.573 1.686 4.328  -0.79
C37 -2.688 -2.868 1.621  -0.65
H27 -1.264 4.222 2.753  0.47
C38 2.225 -4.428 0.374  -0.67
H28 -2.616 7.673 0.596  0.38
C39 -5.370 2.702 4.817  -0.44
H29 -7.349 1.073 2.026  0.36
H30 1.270 3.353 1.391  0.45
C40 1.200 -3.487 0.213  0.15
C41 1.897 2.522 3.263  -0.20
O8 6.829 1.609 1.705  -0.39
H31 -5.971 -2.474 -2.166  0.41
H32 -2.119 0.619 -2.091  -0.01
C42 -5.125 -1.796 -2.156  -0.74
C43 1.034 3.010 -1.705  -0.51
H33 -1.964 3.966 -1.461  0.40
C44 -4.745 -1.143 -3.319  -0.65
H34 -4.737 -2.090 -0.065  0.40
H35 4.316 4.891 -5.178  0.31
H36 -1.914 6.608 2.716  0.41
O9 2.641 -0.675 2.310  0.38
As2 5.251 2.382 -1.198  0.45
O10 0.103 2.539 -2.528  -0.26
C45 4.600 5.325 -4.223  -0.77
C46 -2.327 6.628 0.607  -0.57
C47 0.359 1.011 4.314  -0.50
H37 -1.472 0.646 3.271  0.25
H38 -4.554 -1.714 4.806  0.46
H39 -5.292 -1.309 -4.240  0.38
H40 3.725 -5.667 -0.540  0.39
H41 2.835 3.069 3.268  0.47
Pt1 -0.176 -0.044 0.247  2.31
H42 5.550 1.316 -3.486  0.38
P2 -1.300 2.145 0.669  1.68
C48 -3.663 -0.269 -3.296  -0.84
H43 7.087 1.351 -2.602  0.39
C49 6.251 0.748 0.856  -0.05
H44 -3.357 0.241 -4.204  0.41
H45 3.100 -4.954 -2.851  0.36
H46 -2.163 -3.181 0.724  0.51
C50 0.887 -3.036 -1.080  1.01
C51 -4.026 -2.040 3.916  -0.55

=====

Entry 2:
Entry from OMol25: a molecular structure, C51H46BrFeN2P2S2 (ωB97M-V with the def2-TZVPD basis set).

E_LUMO (alpha / beta) ... -0.4065 / -0.1148 eV
ΔE to the lowest compared entry with this formula, charge and spin ... 0.0 kJ/mol
Spin multiplicity ... 2
Highest occupied orbital energy (alpha / beta) ... -0.2679 / -0.2682 hartree
Expectation value of S² ... 1.04
M ... 948.8 g/mol
Kohn-Sham gap (alpha / beta) ... 6.885 / 7.184 eV
Energy ... -7397.30045 Ha

Last column: Mulliken spin population.
CARTESIAN COORDINATES (ANGSTROEM)
C1 2.704 0.074 -0.678  -0.02
H1 -4.345 3.666 3.444  0.00
H2 -7.265 2.328 -1.780  0.00
H3 -0.508 4.357 -2.746  0.00
C2 -3.567 2.271 4.923  -0.01
H4 5.016 -2.783 1.303  0.00
C3 2.729 -2.433 4.585  0.00
H5 1.499 0.822 1.886  0.00
C4 4.226 -5.321 -0.788  0.00
H6 0.825 -5.778 4.738  0.00
C5 -6.239 2.674 -1.769  0.00
C6 -2.195 -1.998 0.135  -0.01
H7 4.531 3.713 -3.247  0.00
H8 -4.078 -2.892 0.601  0.00
C7 4.352 -0.876 -2.143  0.00
C8 -1.321 2.477 -3.368  0.00
C9 -4.589 4.335 -2.229  0.00
C10 2.974 2.545 -4.157  0.00
H9 4.678 0.858 -0.924  0.00
H10 -1.141 5.661 -0.913  0.00
C11 3.438 -1.850 -2.518  0.00
H11 3.718 -2.615 -3.231  0.00
H12 0.351 -0.314 -2.951  0.00
C12 -1.515 1.791 3.055  0.00
C13 0.605 -1.890 1.368  -0.02
C14 1.897 -4.292 5.858  0.00
H13 4.694 -6.085 -1.395  0.00
H14 -6.672 4.576 -2.676  0.00
C15 3.546 3.278 -3.129  0.00
C16 -2.208 -3.573 -2.129  0.00
C17 3.013 -3.341 0.776  0.00
C18 -3.905 2.258 -1.200  -0.01
C19 1.005 2.177 -2.795  0.00
H15 2.229 -5.872 -1.346  0.00
H16 0.203 -2.875 1.133  0.00
C20 2.244 -4.220 0.015  0.00
C21 -5.246 1.864 -1.250  -0.01
H17 -4.368 2.449 5.628  0.00
C22 3.983 0.083 -1.218  0.00
H18 -1.987 4.454 -3.701  0.00
C23 -1.450 1.236 4.355  -0.01
H19 -4.094 -4.319 -1.428  0.00
N1 -2.235 4.048 -1.649  -0.01
C24 2.171 -1.866 -1.965  0.00
C25 -2.562 2.698 2.807  -0.01
C26 -3.265 -3.651 -1.235  0.00
C27 -0.508 1.524 2.078  -0.07
C28 1.708 2.009 -3.984  0.00
H20 1.252 1.452 -4.792  0.00
C29 -2.520 1.463 5.259  0.01
C30 2.590 -3.094 5.800  0.00
H21 -0.559 0.332 -4.317  0.00
H22 3.505 2.393 -5.088  0.00
C31 1.597 2.878 -1.741  0.02
C32 -3.573 2.948 3.682  0.01
C33 -0.491 0.314 -3.220  0.00
P1 2.382 -2.004 1.865  0.00
H23 -2.339 6.131 -2.132  0.00
Fe1 -0.836 1.740 0.164  1.14
C34 2.863 3.434 -1.936  0.01
H24 1.164 -4.146 0.001  0.00
H25 -1.417 -0.110 -2.832  0.00
C35 1.500 -4.175 3.490  0.00
N2 -0.330 1.653 -2.656  -0.01
H26 -2.475 1.002 6.239  0.00
H27 -2.871 5.706 -0.503  0.00
C36 -1.141 -2.718 -1.886  -0.01
C37 -3.580 3.535 -1.700  0.00
H28 3.025 -2.672 6.696  0.00
C38 -1.487 3.892 -2.894  0.01
H29 -2.273 1.946 -3.311  0.00
H30 -1.041 2.519 -4.433  0.00
C39 0.769 0.470 3.869  -0.02
H31 1.090 -4.616 2.588  0.00
H32 -4.329 5.313 -2.615  0.00
C40 -2.150 5.462 -1.281  0.00
H33 6.084 -4.535 -0.056  0.00
C41 -3.254 -2.858 -0.099  0.01
C42 2.178 -2.958 3.421  0.00
Br1 -2.298 3.694 1.244  0.00
C43 1.774 -0.899 -1.038  -0.02
C44 1.356 -4.835 4.698  0.00
C45 4.401 -3.470 0.733  0.00
H34 -5.498 0.885 -0.863  0.00
H35 1.785 -4.809 6.802  0.00
H36 0.052 -1.529 2.236  0.00
P2 0.198 -0.805 -0.097  0.04
H37 2.426 0.864 0.008  0.00
C46 -1.117 -1.913 -0.750  -0.01
S1 0.847 3.169 -0.166  -0.01
C47 5.005 -4.452 -0.037  0.00
H38 -0.209 0.120 5.733  0.00
H39 -2.209 -4.177 -3.027  0.00
H40 -0.357 -2.672 -2.623  0.00
H41 3.288 -1.505 4.538  0.00
H42 1.695 -0.004 4.173  0.00
C48 -0.279 0.540 4.736  0.03
C49 2.845 -5.201 -0.760  0.00
C50 -5.911 3.924 -2.267  0.00
S2 -2.807 0.973 -0.620  0.02
H43 -2.215 -1.373 1.022  -0.01
H44 1.513 -2.671 -2.246  0.00
C51 0.647 0.944 2.539  -0.02
H45 5.345 -0.864 -2.574  0.00
H46 3.313 3.985 -1.120  0.00